# C6H16BO3P

The molecule C6H16BO3P in a non-equilibrium geometry (the ωB97M-V functional and the def2-TZVPD basis, the OMol25 dataset).

```
27
Properties=species:S:1:pos:R:3:forces:R:3
B 2.2576 -2.2880 0.7893 -0.22 -0.07 -0.16
C 1.5701 -1.4143 -0.3199 0.57 -0.41 0.35
C 0.0888 -1.1740 0.0566 0.32 0.04 -0.35
P -0.4785 0.5425 -0.1360 -0.27 -0.15 -0.28
O -0.6454 1.1863 1.1570 0.07 0.50 1.13
O 0.5807 1.2473 -1.0782 0.01 0.25 0.06
C 1.1569 2.4831 -0.5902 0.61 0.26 -0.47
C 2.1978 2.3030 0.5080 -0.63 -0.14 -0.04
O -1.8223 0.6136 -0.9996 0.26 -0.82 -0.24
C -2.7467 -0.4937 -0.9610 -0.19 0.49 -0.28
C -3.3253 -0.7695 0.3963 -0.06 -0.11 0.17
H 2.8648 -1.7916 1.6848 -0.03 0.02 0.06
H 2.1582 -3.4760 0.7368 0.00 -0.03 0.12
H 2.1301 -0.4964 -0.4298 -0.09 0.34 -0.16
H 1.6198 -1.9653 -1.2512 -0.07 0.09 -0.38
H -0.5191 -1.8809 -0.4913 -0.22 -0.11 -0.07
H -0.0657 -1.3684 1.1099 -0.26 0.02 0.36
H 0.3840 3.1758 -0.2972 -0.41 -0.06 0.21
H 1.6413 2.9141 -1.4570 -0.03 0.02 -0.32
H 3.2046 2.4046 0.1320 0.29 -0.04 -0.05
H 2.0121 3.0258 1.2891 0.14 0.26 0.21
H 2.0649 1.3352 0.9688 0.13 -0.28 0.18
H -2.2872 -1.3662 -1.4137 0.16 -0.19 0.03
H -3.5579 -0.2013 -1.6141 -0.10 0.13 -0.28
H -3.9825 -1.6278 0.3133 -0.17 -0.22 0.02
H -2.5844 -0.9860 1.1551 0.25 -0.05 0.13
H -3.9166 0.0682 0.7422 -0.06 0.25 0.07
```
Positions in Å, forces in eV/Å.

gap between HOMO and LUMO = 10.53 eV
SMILES string = BCCP(=O)(OCC)OCC
ΔE to the lowest compared entry with this formula, charge and spin = 0.0 kcal/mol